Entry 1:
87
Properties=species:S:1:pos:R:3:forces:R:3:lowdin_spin:R:1 method="wB97M-V/def2-TZVPD" homo_ev="-19.83 / -19.82" spin_multiplicity=2 homo_lumo_gap_ev="6.06 / 6.44" lumo_energy_ev="-13.764 / -13.383" total_charge=+4
W -0.2284 0.0014 0.0396 -0.6 -1.1 -2.2 1.0070
C 2.4641 -3.8874 1.2373 0.0 0.0 0.0 0.0001
C 1.9598 -2.9573 0.1171 0.0 -0.1 0.0 0.0006
C 2.2609 -3.5850 -1.2416 0.0 0.0 0.0 -0.0006
C 0.4823 -2.6953 0.3631 0.2 -0.1 0.0 0.0010
C -0.5037 -3.4233 -0.3123 -0.2 0.0 0.0 -0.0040
C -1.8066 -3.5192 0.1771 0.1 0.0 -0.1 0.0131
C -2.2122 -2.8553 1.3331 0.0 0.0 0.1 -0.0033
C -3.5779 -3.0779 1.9096 0.1 0.0 0.0 -0.0007
C -1.2584 -2.0416 1.9628 -0.1 0.1 0.0 -0.0073
C 0.0721 -1.9549 1.4974 0.1 -0.1 0.0 0.0130
H 3.5220 -4.1047 1.0888 0.0 0.0 0.0 0.0000
H 1.9265 -4.8373 1.2191 0.0 0.0 0.0 0.0000
H 2.3451 -3.4541 2.2329 0.0 0.0 0.0 0.0001
H 2.4948 -2.0101 0.2056 0.0 0.1 0.0 0.0003
H 1.9727 -4.6381 -1.2580 0.0 0.0 0.0 0.0000
H 3.3333 -3.5540 -1.4326 0.0 0.0 0.0 0.0000
H 1.7511 -3.0883 -2.0698 0.0 0.0 0.0 -0.0003
H -0.2276 -4.0130 -1.1771 0.0 0.0 0.0 -0.0004
H -2.5111 -4.1695 -0.3312 0.0 0.0 0.0 0.0007
H -3.7938 -2.4149 2.7442 0.0 0.0 0.0 0.0000
H -3.6518 -4.1027 2.2822 0.0 0.0 0.0 -0.0003
H -4.3537 -2.9660 1.1507 0.0 0.0 0.0 -0.0002
H -1.4935 -1.5784 2.9136 0.0 0.0 0.0 -0.0002
H 0.8264 -1.6408 2.2115 0.0 0.1 0.0 0.0068
C 3.3023 0.0229 1.7721 0.1 0.0 -0.2 0.0026
As 1.6262 0.9526 1.6005 0.0 0.4 0.7 0.0105
C 2.1666 2.8002 1.3932 0.0 0.0 -0.2 0.0068
C 0.9011 0.8657 3.3785 0.0 0.0 0.1 0.0003
C 1.7280 0.8446 4.4945 0.0 0.0 0.1 -0.0003
C 1.1606 0.8089 5.7647 0.0 0.0 0.0 -0.0001
C -0.2191 0.8030 5.9195 0.0 0.0 0.0 -0.0004
C -1.0511 0.8430 4.8048 0.1 0.0 0.1 -0.0010
C -0.4826 0.8703 3.5380 0.0 -0.1 0.1 -0.0029
As -1.5521 1.1463 1.9758 0.2 0.6 0.9 -0.0175
C -1.6371 3.0697 1.9283 -0.1 0.0 -0.1 -0.0024
C -3.3602 0.6638 2.3948 -0.1 -0.1 -0.1 -0.0027
H 3.9408 0.6856 2.3537 0.1 -0.1 0.1 -0.0002
H 3.7580 -0.1603 0.8015 0.0 0.0 0.0 0.0000
H 3.1645 -0.9225 2.2904 0.0 0.0 0.0 0.0002
H 2.3123 3.1844 2.4006 0.1 0.1 0.0 0.0002
H 1.4245 3.3977 0.8708 0.0 0.0 0.0 -0.0004
H 3.1085 2.8406 0.8485 0.0 0.1 0.0 0.0002
H 2.8068 0.8538 4.4043 0.0 0.0 0.0 0.0000
H 1.8019 0.7860 6.6363 0.0 0.0 0.0 0.0000
H -0.6520 0.7756 6.9112 0.0 0.0 0.0 -0.0001
H -2.1246 0.8614 4.9458 0.0 0.0 0.0 -0.0001
H -1.7800 3.3630 2.9676 0.0 0.1 0.0 -0.0007
H -2.4823 3.3894 1.3218 0.0 0.0 0.0 0.0002
H -0.7231 3.5041 1.5386 0.0 0.0 0.1 -0.0001
H -3.7253 1.4689 3.0308 -0.1 0.0 0.1 -0.0005
H -3.3998 -0.2871 2.9153 0.0 0.0 0.0 0.0000
H -3.9529 0.6178 1.4848 0.0 0.0 0.0 -0.0003
C -5.9044 3.0928 -1.0260 0.0 0.0 0.1 0.0005
C -4.9836 2.4133 -1.9881 0.0 -0.1 -0.1 0.0009
O -3.6576 2.1603 -1.2614 -0.2 0.0 0.1 0.0051
P -2.4894 1.2967 -1.7364 -0.1 0.1 0.1 0.0198
S -0.7885 2.1323 -1.0041 0.1 0.1 0.0 0.0078
S -2.3703 -0.5667 -0.8067 0.1 0.1 0.1 -0.0190
O -2.5931 1.1401 -3.2562 0.0 -0.1 -0.2 0.0079
C -2.1991 0.0052 -4.1464 0.0 0.0 0.0 -0.0004
C -2.1615 0.5237 -5.5541 0.0 0.1 0.0 0.0003
H -6.8195 3.3473 -1.5643 0.0 0.0 0.0 0.0002
H -5.4717 4.0189 -0.6503 0.0 0.0 0.0 0.0000
H -6.1748 2.4437 -0.1940 0.0 0.0 0.0 0.0000
H -4.7172 3.0287 -2.8420 0.0 0.0 0.0 0.0001
H -5.3409 1.4411 -2.3187 0.0 0.0 0.0 0.0000
H -2.9557 -0.7639 -4.0069 0.0 0.0 0.0 -0.0002
H -1.2344 -0.3626 -3.7972 0.0 0.1 0.0 -0.0004
H -3.1400 0.8896 -5.8607 0.0 0.0 0.0 0.0000
H -1.8893 -0.2955 -6.2212 0.0 0.0 0.0 0.0001
H -1.4356 1.3284 -5.6645 0.0 0.0 0.0 0.0000
S 1.2531 -0.3096 -1.7949 0.2 -0.5 0.4 -0.0315
C 2.7230 0.3786 -2.5212 -0.1 0.3 0.1 -0.0025
N 3.5930 1.0860 -1.8354 0.1 0.1 -0.1 -0.0012
C 4.8740 1.5811 -2.4169 -0.1 0.0 0.0 -0.0001
C 5.2620 0.6954 -3.5858 0.0 0.0 0.0 -0.0001
C 4.0965 0.5555 -4.5461 -0.1 0.0 0.0 -0.0005
N 2.8986 0.0970 -3.7886 0.1 0.0 0.0 -0.0029
H 3.3727 1.3175 -0.8830 0.0 0.0 0.0 -0.0001
H 5.6204 1.5490 -1.6264 0.0 0.0 0.0 0.0000
H 4.7355 2.6192 -2.7187 0.0 0.0 0.0 -0.0001
H 5.5722 -0.2878 -3.2279 0.0 0.0 0.0 0.0000
H 6.1099 1.1377 -4.1064 0.0 0.0 0.0 0.0000
H 4.2909 -0.1837 -5.3188 0.0 0.0 0.0 0.0000
H 3.8496 1.5015 -5.0282 0.0 0.0 0.0 -0.0002
H 2.2229 -0.4927 -4.2523 0.0 0.0 0.0 -0.0002

=====

Entry 2:
12
Properties=species:S:1:pos:R:3:forces:R:3:nbo_charge:R:1 method="wB97M-V/def2-TZVPD" smiles=C#CCCN homo_ev=-9.30 homo_lumo_gap_ev=10.37 lumo_energy_ev=1.066 total_charge=0
C 0.6417 -0.6778 2.2794 -2.9 0.4 -1.7 -0.2827
C -0.2145 -0.4756 1.3823 3.3 -0.4 2.1 0.0032
C -1.0381 -0.1546 0.1345 1.7 0.8 2.1 -0.4739
C -0.1641 -0.1455 -1.1329 0.7 2.3 1.0 -0.2180
N 0.9298 0.8981 -0.7792 0.3 0.6 -3.0 -0.8445
H 1.2086 -0.8750 3.2264 -0.9 0.3 -1.7 0.2512
H -1.5772 0.7652 0.4345 0.2 -0.3 -0.9 0.2314
H -1.6930 -0.9516 0.0570 -1.9 -1.4 -0.2 0.2243
H 0.3336 -1.1035 -1.0889 0.0 -0.3 -0.8 0.2068
H -0.8149 0.0579 -2.0658 1.3 -0.4 1.3 0.1906
H 1.8404 0.8206 -1.3815 -2.4 -0.2 1.2 0.3620
H 0.5477 1.8418 -1.0658 0.6 -1.3 0.5 0.3495

=====

Entry 3:
13
Properties=species:S:1:pos:R:3:forces:R:3:nbo_charge:R:1 method="wB97M-V/def2-TZVPD" homo_ev="-19.04 / -18.98" homo_lumo_gap_ev="6.44 / 6.23" lumo_energy_ev="-12.606 / -12.755" total_charge=+2
C 1.0853 -1.6002 -0.0094 -0.5 -0.2 -0.9 0.2442
C 1.3323 -1.4438 -1.3863 2.4 -5.3 -0.1 -0.1503
C -0.1067 0.4303 0.0632 2.2 -3.0 -2.3 0.6574
C -0.9517 1.4518 -0.1331 0.7 5.9 0.9 -0.8322
N 0.3185 -0.6183 0.6479 -0.9 -0.2 3.1 -0.5670
N 0.8687 -0.4760 -2.0724 -2.0 5.5 0.3 0.2960
O 0.7668 0.2515 -2.9912 0.4 -2.2 1.3 0.0301
H 1.3340 -2.5260 0.5660 0.1 1.0 -0.5 0.3209
H 1.8828 -2.3372 -2.0186 -1.1 2.1 1.7 0.3614
H -0.6694 2.1566 -1.0794 -0.4 -1.4 2.1 0.3794
H -1.1551 2.1197 0.8631 0.4 -1.2 -2.2 0.3765
H -1.8416 0.9922 -0.3990 -2.5 -1.0 -0.7 0.3589
H -0.0307 -0.7943 1.7201 1.2 0.1 -2.7 0.5246

=====

| no. | largest force on an atom (eV Å⁻¹) |
| --- | --- |
| 1 | 2.47 |
| 2 | 3.89 |
| 3 | 6.00 |